# C6H11N

An isolated molecule of C6H11N (the ωB97M-V functional and the def2-TZVPD basis, OMol25).

Last column: Löwdin charge in e.
Positions of all 18 atoms, in Å:
C 2.690248 1.173617 0.381912  -0.12
C 1.165334 1.186701 0.507922  -0.27
N -1.690574 0.239537 0.791637  0.11
C -0.749573 -0.449136 0.035180  -0.38
C 0.456900 0.088968 -0.232247  -0.09
C -2.445987 -1.855429 -1.073097  0.00
C -1.167323 -1.549342 -0.841724  -0.15
H 3.155599 1.588045 1.266494  0.06
H 3.078331 0.206536 0.047834  0.07
H 3.008806 1.754536 -0.496407  0.07
H 0.728338 2.145230 0.183655  0.11
H 0.944959 1.159195 1.583636  0.10
H -1.414054 1.168517 1.057444  0.08
H -2.253166 -0.254773 1.452510  0.09
H 0.942581 -0.280194 -1.128504  0.10
H -2.686263 -2.701782 -1.707751  0.05
H -3.281750 -1.285358 -0.682364  0.05
H -0.482407 -2.334870 -1.146130  0.10

Atoms 1-2, force components in eV/Å:
-0.1 0.3 -1.7
-0.6 0.3 0.4

The spin multiplicity is 1. Its largest force on an atom is 2.1 eV Å⁻¹. For the LUMO energy, the calculation gives 1.062 eV. The HOMO-LUMO gap comes out at 8.9 eV. The total energy is -7889.0657 eV. The relative energy (zero: lowest compared OMol25 entry of this formula, charge and spin) is 1.466 eV. The total charge is 0.